C4H5BO | the ωB97M-V functional and the def2-TZVPD basis

Element x y z (Å)
C1 -0.3877 1.4255 1.7808
C2 -0.3690 0.2962 1.3715
C3 -0.5586 -0.8097 0.5907
C4 -0.4516 -0.1935 -0.8408
B1 0.6207 -0.4060 -1.7665
O1 1.7763 -0.3469 -2.4243
H1 -0.4838 2.3311 2.3727
H2 0.1636 -1.7326 1.0204
H3 -1.5371 -1.2690 0.6715
H4 -1.3195 0.5551 -0.7541
H5 2.5469 0.1498 -2.0219

Cartesian forces (eV/Å) of the 2 atoms listed first:
C -0.035 0.704 1.347
C -0.321 3.019 2.149

* E_LUMO: 0.17 eV
* multiplicity: 1
* SMILES string: C#CC/C=B\O
* E_HOMO: -7.94 eV
* molecular weight: 79.89 g/mol
* frontier orbital gap: 8.12 eV
* relative energy (zero: lowest compared OMol25 entry of this formula, charge and spin): 3.6648 eV